{"formula": "C12H27N3O3", "method": "the ωB97M-V functional and the def2-TZVPD basis", "elements": ["C", "C", "N", "C", "C", "N", "C", "C", "N", "H", "H", "H", "H", "H", "H", "H", "H", "H", "C", "C", "O", "H", "H", "H", "H", "H", "H", "C", "C", "O", "H", "H", "H", "H", "H", "H", "C", "C", "O", "H", "H", "H", "H", "H", "H"], "positions_angstrom": [[3.19, -1.90, -2.29], [2.39, -3.04, -1.67], [1.32, -2.59, -0.78], [0.29, -1.76, -1.40], [-0.03, -2.14, -2.80], [-0.13, -2.35, -3.92], [0.62, -0.24, -1.24], [0.64, 0.53, -2.49], [0.69, 1.08, -3.49], [2.62, -1.37, -3.05], [4.05, -2.33, -2.80], [3.52, -1.19, -1.53], [3.08, -3.62, -1.05], [2.04, -3.73, -2.45], [0.87, -3.39, -0.36], [-0.63, -1.93, -0.83], [1.61, -0.18, -0.79], [-0.07, 0.22, -0.54], [0.18, 0.27, 3.68], [1.07, 1.04, 2.72], [0.31, 1.62, 1.66], [-0.35, -0.53, 3.15], [0.77, -0.17, 4.48], [-0.56, 0.94, 4.12], [1.80, 0.39, 2.25], [1.61, 1.83, 3.25], [-0.33, 2.22, 2.06], [-4.14, -2.92, -5.08], [-4.08, -1.45, -4.69], [-3.24, -1.23, -3.56], [-4.50, -3.51, -4.24], [-4.80, -3.08, -5.93], [-3.14, -3.29, -5.34], [-5.07, -1.09, -4.42], [-3.72, -0.85, -5.54], [-2.36, -1.53, -3.80], [0.69, 5.22, 6.04], [0.77, 4.21, 4.91], [-0.36, 3.34, 4.89], [0.61, 4.72, 7.00], [1.57, 5.86, 6.05], [-0.19, 5.86, 5.92], [1.64, 3.57, 5.04], [0.87, 4.72, 3.94], [-1.15, 3.89, 4.77]], "lowdin_charge": [-0.0832, -0.2747, -0.0355, -0.3070, -0.1835, 0.2003, -0.1099, -0.2361, 0.1647, 0.0626, 0.0786, 0.0755, 0.1120, 0.1066, 0.1132, 0.1483, 0.1090, 0.1094, -0.0887, -0.3149, -0.0905, 0.0726, 0.0777, 0.0563, 0.1085, 0.0940, 0.0768, -0.0961, -0.3248, -0.1002, 0.0724, 0.0707, 0.0691, 0.1078, 0.1097, 0.0239, -0.0900, -0.3231, -0.0922, 0.0771, 0.0756, 0.0735, 0.1070, 0.1120, 0.0855], "homo_ha": -0.3640, "lumo_ev": 0.52}

***

{"formula": "C5H15N2O3", "method": "the ωB97M-V functional and the def2-TZVPD basis", "elements": ["C", "O", "C", "C", "C", "C", "N", "N", "H", "H", "H", "H", "H", "H", "H", "H", "H", "H", "H", "H", "H", "O", "H", "H", "O"], "positions_angstrom": [[1.81, 0.86, -0.25], [2.67, 0.05, 0.50], [1.48, 0.25, -1.59], [-0.02, 0.29, -2.02], [-0.83, -0.45, -0.95], [-2.04, 0.08, -0.75], [-2.92, -0.34, 0.33], [-0.40, -1.71, -0.54], [2.31, 1.84, -0.38], [0.92, 1.11, 0.35], [1.89, -0.77, -1.62], [1.87, 0.81, -2.46], [-0.08, -0.24, -2.97], [-0.36, 1.32, -2.04], [-2.37, 1.08, -1.01], [-2.72, -1.30, 0.60], [-2.58, 0.15, 1.17], [-0.27, -1.75, 0.47], [0.50, -2.00, -0.89], [2.22, -0.08, 1.43], [1.12, -0.46, 3.12], [0.89, -0.38, 2.17], [-0.51, -0.04, 2.29], [-1.13, 1.20, 2.81], [-1.45, 0.49, 2.23]], "lowdin_charge": [-0.3284, -0.1598, -0.2001, -0.1617, -0.3904, -0.1737, -0.0275, 0.1029, 0.1031, 0.1036, 0.0941, 0.0965, 0.1014, 0.0992, 0.0887, 0.0418, -0.0156, 0.0786, 0.0707, 0.0344, -0.0228, -0.3606, -0.0079, 0.0260, -0.1922], "charge": -1, "homo_ha": -0.1392, "lumo_ev": 3.86}

***

{"formula": "C5H13BrSi", "method": "the ωB97M-V functional and the def2-TZVPD basis", "elements": ["C", "C", "C", "C", "C", "Si", "Br", "H", "H", "H", "H", "H", "H", "H", "H", "H", "H", "H", "H", "H"], "positions_angstrom": [[-0.79, 2.26, -0.38], [0.21, 0.73, 1.47], [1.38, 1.07, -0.75], [0.50, -4.49, 0.49], [0.03, 0.96, -0.10], [-1.14, -0.41, -0.84], [-3.30, 0.18, -0.17], [-1.58, 2.32, 0.25], [-0.31, 3.19, -0.25], [-1.08, 2.28, -1.45], [-0.65, 1.20, 1.96], [1.12, 1.16, 1.76], [0.30, -0.32, 1.69], [1.29, 1.28, -1.91], [1.90, 1.88, -0.40], [1.84, 0.15, -0.56], [1.46, -4.39, 1.00], [-0.48, -4.61, 1.01], [0.58, -4.54, -0.63], [-1.28, 0.08, -2.19]], "lowdin_spin": [0.0327, 0.0066, 0.0067, 0.8381, 0.1160, 0.6272, 0.1155, 0.0015, 0.0083, 0.0039, 0.0000, 0.0001, 0.0065, 0.0005, 0.0022, 0.0028, 0.0577, 0.0531, 0.0533, 0.0674], "homo_ha": [-0.3074, -0.3608], "lumo_ev": [0.72, -1.78], "spin_multiplicity": 3}

***

{"formula": "C5H9N3", "method": "the ωB97M-V functional and the def2-TZVPD basis", "elements": ["C", "C", "N", "N", "C", "C", "N", "C", "H", "H", "H", "H", "H", "H", "H", "H", "H"], "positions_angstrom": [[-1.85, -0.15, 0.53], [-0.77, -0.19, -0.59], [-0.10, 1.12, -0.97], [0.74, 1.68, -0.17], [1.51, 0.96, 0.55], [1.49, -0.51, 0.43], [1.54, -1.12, -0.84], [0.30, -1.06, -0.13], [-1.44, 0.23, 1.52], [-2.41, -1.09, 0.56], [-2.63, 0.67, 0.32], [-1.23, -0.65, -1.50], [-0.77, 1.84, -1.10], [2.13, 1.52, 1.28], [2.09, -0.94, 1.29], [1.39, -0.31, -1.50], [0.02, -1.98, 0.32]], "lowdin_charge": [-0.0540, -0.2947, -0.0493, -0.0178, -0.1115, -0.3032, 0.1069, -0.3259, 0.0956, 0.0738, 0.0922, 0.1532, 0.1092, 0.1108, 0.1528, 0.1224, 0.1396], "homo_ha": -0.3130, "lumo_ev": 0.98}

***

{"formula": "C23H26IrN6O4PS", "method": "the ωB97M-V functional and the def2-TZVPD basis", "elements": ["Ir", "O", "S", "O", "O", "O", "N", "C", "C", "C", "C", "C", "C", "C", "C", "N", "C", "H", "H", "H", "H", "H", "H", "H", "H", "C", "C", "C", "C", "C", "C", "C", "C", "N", "H", "H", "H", "H", "H", "H", "C", "N", "C", "N", "C", "N", "C", "P", "C", "C", "H", "H", "H", "H", "H", "H", "H", "H", "H", "H", "H", "H"], "positions_angstrom": [[-0.60, 0.37, -0.15], [-2.38, 2.14, -0.43], [-1.36, 2.83, -1.21], [-1.74, 4.06, -1.83], [-0.20, 3.21, -0.14], [-0.67, 1.87, -2.12], [-2.28, -0.81, -1.39], [-2.13, -2.21, -1.22], [-3.18, -3.08, -1.28], [-2.97, -4.46, -1.05], [-1.73, -4.95, -0.79], [-0.62, -4.06, -0.71], [0.69, -4.49, -0.43], [1.69, -3.56, -0.32], [1.37, -2.20, -0.47], [0.16, -1.76, -0.73], [-0.84, -2.68, -0.89], [-1.87, -0.45, -2.25], [-3.23, -0.47, -1.30], [-4.17, -2.71, -1.50], [-3.82, -5.13, -1.09], [-1.57, -6.01, -0.63], [0.90, -5.54, -0.30], [2.71, -3.85, -0.11], [2.13, -1.43, -0.34], [-0.72, 0.15, 1.99], [-2.01, -0.54, 2.00], [-3.24, 0.14, 1.84], [-4.43, -0.55, 1.74], [-4.45, -1.94, 1.82], [-3.26, -2.63, 2.06], [-2.07, -1.94, 2.13], [-5.68, -2.67, 1.66], [-6.67, -3.25, 1.49], [0.08, -0.41, 2.46], [-0.77, 1.18, 2.35], [-3.23, 1.22, 1.76], [-5.36, -0.01, 1.59], [-3.28, -3.71, 2.16], [-1.15, -2.49, 2.30], [4.40, 2.86, -1.54], [3.28, 3.77, -1.46], [3.33, 4.49, -0.19], [3.35, 3.60, 0.97], [4.47, 2.68, 0.85], [4.44, 1.92, -0.41], [3.53, 0.88, -0.44], [1.21, 2.18, -0.29], [1.98, 3.17, -1.70], [2.06, 2.96, 1.19], [5.32, 3.44, -1.52], [4.35, 2.29, -2.47], [2.47, 5.15, -0.12], [4.24, 5.10, -0.17], [4.48, 1.99, 1.69], [5.39, 3.27, 0.86], [3.49, 0.26, 0.45], [3.42, 0.37, -1.40], [1.25, 3.97, -1.88], [2.01, 2.55, -2.59], [2.16, 2.20, 1.97], [1.36, 3.71, 1.55]], "lowdin_spin": [2.1646, 0.0689, 0.0075, 0.0079, 0.0402, 0.0670, 0.0749, 0.0032, 0.0084, -0.0014, 0.0066, 0.0025, 0.0096, 0.0006, 0.0160, 0.0683, 0.0129, 0.0025, 0.0025, 0.0009, -0.0002, 0.0005, 0.0006, 0.0002, 0.0002, 0.0878, 0.0235, 0.0498, -0.0037, 0.0500, -0.0067, 0.0516, 0.0082, 0.0266, 0.0061, 0.0158, 0.0018, -0.0013, -0.0014, 0.0021, 0.0144, 0.0221, 0.0018, 0.0143, 0.0144, 0.2800, 0.4660, 0.1692, 0.0433, 0.0244, 0.0012, 0.0000, 0.0007, -0.0001, 0.0001, 0.0011, 0.0292, 0.0287, 0.0070, 0.0009, 0.0005, 0.0056], "homo_ha": [-0.2255, -0.2977], "lumo_ev": [-0.62, -0.96], "spin_multiplicity": 5}

***

{"formula": "C4H5N3S", "method": "the ωB97M-V functional and the def2-TZVPD basis", "elements": ["N", "C", "C", "C", "N", "S", "C", "N", "H", "H", "H", "H", "H"], "positions_angstrom": [[3.26, 0.01, -0.94], [2.14, -0.34, -0.64], [0.66, -0.79, -0.52], [0.07, -0.43, 0.79], [-1.36, -0.10, 0.45], [-1.96, 1.28, 1.55], [-1.21, 0.18, -0.96], [-0.07, 0.06, -1.60], [0.67, -2.01, -0.56], [0.63, 0.46, 1.26], [0.17, -1.22, 1.58], [-0.96, 2.20, 1.08], [-2.04, 0.69, -1.50]], "lowdin_charge": [0.1188, -0.1572, -0.3321, -0.2833, -0.3955, 0.7089, -0.2598, 0.1188, 0.1913, 0.1129, 0.1322, -0.0837, 0.1286], "homo_ha": -0.3742, "lumo_ev": -0.27}

***

{"formula": "C8H8N3O", "method": "the ωB97M-V functional and the def2-TZVPD basis", "elements": ["C", "C", "C", "N", "C", "C", "N", "C", "C", "O", "C", "N", "H", "H", "H", "H", "H", "H", "H", "H"], "positions_angstrom": [[-3.00, 1.15, -0.02], [-1.76, 0.43, 0.11], [-1.51, -0.86, 0.09], [-0.15, -1.02, 0.08], [0.60, -2.15, 0.09], [2.02, -2.07, 0.12], [2.72, -0.94, 0.04], [2.15, 0.15, 0.06], [2.75, 1.55, -0.01], [2.12, 2.57, -0.10], [0.42, 0.16, 0.13], [-0.57, 1.08, 0.16], [-2.88, 1.73, -1.08], [-3.97, 0.48, -0.12], [-3.12, 2.01, 0.80], [-2.07, -1.77, 0.05], [0.19, -3.16, -0.24], [2.73, -2.85, 0.04], [3.80, 1.50, -0.14], [-0.48, 2.01, -0.07]], "lowdin_charge": [-0.0257, -0.3254, 0.0373, -0.0184, 0.0442, -0.0555, 0.1214, -0.0652, -0.1562, 0.1039, -0.0076, 0.2161, 0.1464, 0.1389, 0.1388, 0.1523, 0.1723, 0.1143, 0.1214, 0.1468], "charge": 1, "homo_ha": -0.5083, "lumo_ev": -4.96}

***

{"formula": "C18H42ClNO8S2Si", "method": "the ωB97M-V functional and the def2-TZVPD basis", "elements": ["C", "C", "N", "C", "C", "Si", "C", "C", "C", "Cl", "C", "C", "C", "O", "C", "C", "O", "H", "H", "H", "H", "H", "H", "H", "H", "H", "H", "H", "H", "H", "H", "H", "H", "H", "H", "H", "H", "H", "H", "H", "H", "H", "H", "C", "C", "O", "S", "C", "O", "O", "H", "H", "H", "H", "H", "H", "H", "H", "C", "C", "O", "S", "C", "O", "O", "H", "H", "H", "H", "H", "H", "H", "H"], "positions_angstrom": [[-2.19, -3.77, -1.44], [-0.56, -3.75, -1.80], [0.06, -4.91, -1.05], [0.80, -4.48, 0.19], [-0.08, -3.64, 1.28], [1.21, -2.59, 2.32], [1.82, -1.01, 1.36], [3.20, -1.27, 0.47], [3.17, -0.16, -0.78], [2.04, -0.85, -2.08], [0.60, -2.21, 4.12], [1.62, -3.06, 5.13], [1.80, -2.38, 6.61], [1.25, -4.49, 5.25], [1.14, -5.60, -1.91], [1.50, -7.17, -1.58], [1.83, -5.00, -2.88], [-2.27, -4.23, -0.34], [-2.68, -2.71, -1.53], [-2.67, -4.57, -2.15], [-0.50, -3.83, -2.97], [-0.10, -2.73, -1.38], [1.13, -5.49, 0.74], [1.79, -3.94, -0.14], [-0.71, -4.36, 2.00], [-0.82, -2.85, 0.83], [2.40, -3.47, 2.42], [2.10, -0.17, 2.15], [1.02, -0.59, 0.62], [3.25, -2.32, -0.04], [4.19, -1.13, 1.08], [2.85, 0.89, -0.36], [4.26, -0.16, -1.22], [0.61, -1.05, 4.34], [-0.49, -2.65, 4.32], [2.68, -3.04, 4.58], [2.96, -2.10, 6.70], [1.11, -1.45, 6.76], [1.59, -3.25, 7.40], [1.92, -4.85, 5.92], [2.52, -7.14, -0.96], [1.60, -7.80, -2.56], [0.68, -7.55, -0.82], [-0.15, 0.74, -3.52], [-0.52, 2.20, -3.73], [-1.90, 2.35, -4.03], [-2.98, 2.26, -2.81], [-4.37, 2.90, -3.70], [-2.61, 3.20, -1.78], [-3.23, 0.86, -2.53], [-0.62, 0.35, -2.61], [0.93, 0.62, -3.42], [-0.51, 0.13, -4.35], [-0.24, 2.81, -2.86], [0.04, 2.59, -4.59], [-4.17, 3.94, -3.97], [-5.24, 2.85, -3.05], [-4.54, 2.29, -4.59], [-1.47, 5.03, 0.11], [-2.18, 6.27, -0.40], [-1.82, 7.42, 0.36], [-0.38, 8.12, 0.08], [-0.69, 9.63, 0.97], [-0.27, 8.43, -1.33], [0.64, 7.38, 0.78], [-0.40, 5.09, -0.08], [-1.85, 4.14, -0.39], [-1.61, 4.92, 1.19], [-1.99, 6.43, -1.46], [-3.26, 6.14, -0.28], [-1.50, 10.17, 0.47], [0.23, 10.22, 0.95], [-0.96, 9.38, 2.00]], "lowdin_charge": [-0.1117, -0.2312, -0.1404, -0.2525, -0.2651, 0.6547, -0.3068, -0.3086, -0.5207, 0.5719, -0.2372, -0.4638, -0.0840, -0.1304, -0.3061, -0.0454, -0.0508, 0.0698, 0.0798, 0.0768, 0.1301, 0.0926, 0.1400, 0.1047, 0.1037, 0.0736, 0.0155, 0.0904, 0.0741, 0.0826, 0.1136, 0.1034, 0.0835, 0.0870, 0.1045, 0.1075, 0.0908, 0.0811, 0.0899, 0.1149, 0.1008, 0.0950, 0.0840, -0.1317, -0.2677, -0.2603, 0.6465, -0.1183, -0.3048, -0.2826, 0.0591, -0.0144, 0.0912, 0.1173, 0.1264, 0.0752, 0.0775, 0.0768, -0.0794, -0.2739, -0.2692, 0.6234, -0.1269, -0.2909, -0.2901, 0.0742, 0.0287, 0.0873, 0.1163, 0.1253, 0.0735, 0.0760, 0.0743], "homo_ha": -0.3331, "lumo_ev": 0.48}

***

So what do the calculations give for ΔE to the lowest compared entry with this formula, charge and spin? Going down the list: 0.00, 135.05, 40.38, 296.70, 130.70, 320.33, 84.05, 630.88 kJ/mol.